No. 1
Entry from the Open Molecules 2025 dataset: C31H29AuN3P as an isolated structure (wB97M-V/def2-TZVPD).

Results
Spin multiplicity ... 1
HOMO level ... -14.29 eV
Gap between HOMO and LUMO ... 7.41 eV
Total charge ... +2

Positions of all 65 atoms, in Å:
Au 0.10202 -0.04896 0.26238
N -0.30054 3.28080 -0.49711
C 0.89460 2.76612 -0.92658
C 1.73013 3.63583 -1.64453
C 2.93632 3.19790 -2.11050
C 3.31846 1.87636 -1.86668
C 2.46539 1.08333 -1.15918
N 1.26139 1.50811 -0.67666
C -1.41894 2.77149 0.13740
C -2.41666 3.70670 0.43117
C -3.55301 3.30881 1.08236
C -3.68060 1.97217 1.44979
C -2.67155 1.11250 1.11902
N -1.54858 1.47781 0.44974
H -0.39668 4.25844 -0.72200
H 1.40282 4.65122 -1.82767
H 3.57927 3.86869 -2.66466
H 4.25856 1.47798 -2.21914
H 2.72954 0.06663 -0.93441
H -2.27721 4.74011 0.14200
H -4.33035 4.02474 1.31324
H -4.54636 1.60973 1.98359
H -2.74951 0.07991 1.40848
C 2.05308 -2.61222 -1.66650
C 3.26938 -2.26728 -0.85132
C 4.52729 -2.48132 -1.40363
C 5.69115 -2.22952 -0.68811
C 5.62519 -1.76011 0.61522
C 4.38961 -1.51792 1.18744
C 3.21925 -1.74404 0.46123
P 1.64839 -1.50433 1.26579
C 1.85031 -0.87295 2.93321
C 1.37204 -1.69738 3.96189
C 1.48073 -1.31057 5.28557
C 2.05743 -0.09021 5.59265
C 2.51579 0.73611 4.57683
C 2.42192 0.38092 3.23672
C 2.92906 1.35100 2.20271
C 0.76470 -3.04754 1.32409
C 1.35879 -4.24624 1.70937
C 0.57972 -5.38783 1.78605
C -0.77816 -5.31489 1.47804
C -1.34836 -4.11352 1.07661
C -0.56782 -2.96597 0.98326
C -1.14478 -1.70475 0.42197
H 2.34112 -2.85973 -2.68590
H 1.32112 -1.80214 -1.72086
H 1.53830 -3.47815 -1.24464
H 4.59460 -2.86922 -2.41267
H 6.65227 -2.41692 -1.14835
H 6.52886 -1.59516 1.18585
H 4.33037 -1.17865 2.21364
H 0.92421 -2.65288 3.73298
H 1.11899 -1.96275 6.06856
H 2.14941 0.22603 6.62317
H 2.95889 1.69141 4.82931
H 3.22414 2.28439 2.67751
H 2.16115 1.58237 1.46715
H 3.79639 0.97027 1.66295
H 2.41413 -4.28581 1.95473
H 1.01927 -6.32827 2.08783
H -1.39179 -6.20372 1.53831
H -2.39925 -4.07617 0.81481
H -2.08628 -1.42344 0.87614
H -1.31806 -1.84172 -0.65275

Force components x, y, z for each atom (eV/Å):
Au -0.6 0.2 0.4
N -0.1 0.1 0.0
C 0.1 -0.2 -0.1
C -0.1 0.2 0.0
C 0.1 0.0 -0.1
C 0.0 0.0 0.0
C -0.1 0.3 -0.1
N 0.4 -0.1 -0.1
C 0.1 -0.1 -0.1
C -0.1 0.1 0.0
C 0.0 0.1 0.0
C 0.0 -0.1 0.0
C 0.0 0.0 0.0
N 0.2 -0.2 -0.1
H 0.0 0.0 0.0
H 0.0 0.0 0.0
H 0.0 0.0 0.0
H 0.0 0.0 0.0
H 0.0 -0.1 0.0
H 0.0 0.0 0.0
H 0.0 0.0 0.0
H 0.0 0.0 0.0
H 0.0 0.0 0.0
C 0.0 -0.1 0.1
C 0.2 0.1 0.0
C 0.0 0.0 0.0
C 0.0 0.0 0.0
C 0.0 0.0 0.0
C 0.1 0.0 0.1
C -0.1 -0.3 -0.1
P -0.4 0.2 -0.4
C -0.1 0.1 0.2
C 0.1 0.1 0.0
C 0.0 0.0 0.0
C 0.0 0.0 0.0
C 0.0 0.0 0.0
C 0.0 0.0 0.0
C -0.1 -0.1 0.0
C 0.3 0.1 0.0
C 0.1 -0.2 0.1
C 0.0 0.1 0.0
C 0.0 0.2 0.0
C -0.1 -0.2 0.1
C -0.4 -0.1 0.0
C 0.5 0.0 -0.1
H 0.0 0.0 0.0
H 0.0 0.1 0.0
H 0.0 0.0 0.0
H 0.0 0.0 0.0
H 0.0 0.0 0.0
H 0.0 0.0 0.0
H 0.0 0.0 0.0
H 0.0 0.0 0.0
H 0.0 0.0 0.0
H 0.0 0.0 0.0
H 0.0 0.0 0.0
H 0.0 0.0 0.0
H 0.0 0.0 0.1
H 0.0 0.0 0.0
H 0.0 0.0 0.0
H 0.0 0.0 0.0
H 0.0 0.0 0.0
H 0.0 0.0 0.0
H 0.0 -0.1 0.1
H 0.0 0.1 0.0

=====

No. 2
Entry from the Open Molecules 2025 dataset: a 2-piece molecular cluster, C31H29F2N2 overall (wB97M-V/def2-TZVPD).

Results
Energy relative to the best compared isomer or geometry (same formula, charge and spin) ... 1.060 eV
Spin multiplicity ... 1
HOMO level ... -9.21 eV
Gap between HOMO and LUMO ... 3.49 eV
Total charge ... +1

Positions of all 64 atoms, in Å:
F -0.09880 2.00224 -2.91130
C 1.03664 2.36322 -2.22116
C 1.78666 3.44880 -2.68799
C 3.01706 3.69240 -2.05584
C 3.48148 2.85149 -1.04864
C 2.64411 1.84459 -0.49254
C 3.12876 1.03053 0.60597
C 2.35377 -0.03655 1.08985
C 2.81748 -1.17951 1.71443
C 2.16852 -2.45838 1.62820
C 1.09425 -2.74619 0.72794
C 0.62994 -4.05574 0.62643
F -0.35958 -4.33157 -0.28809
C 1.12173 -5.10907 1.40336
C 2.13897 -4.81508 2.33141
C 2.63443 -3.51993 2.44964
C 1.38808 1.61249 -1.10916
H 1.42371 4.04161 -3.51402
H 3.62456 4.54958 -2.36136
H 4.51124 2.93666 -0.67494
H 4.21489 1.06129 0.80411
H 1.27357 0.02639 0.93356
H 3.74843 -1.15704 2.30331
H 0.64930 -1.94655 0.13119
H 0.74404 -6.12608 1.25994
H 2.53650 -5.61630 2.95355
H 3.41644 -3.29906 3.18003
H 0.72583 0.81000 -0.77626
C 1.10930 3.41063 3.80858
N 2.33367 2.72505 4.13145
C 3.52193 2.81900 3.30366
H 3.36298 2.22630 2.32435
C 3.92749 4.25134 3.04452
C 4.15045 5.11737 4.13376
C 4.55991 6.42726 3.90914
C 4.76577 6.90562 2.61283
C 5.23458 8.31911 2.41990
C 4.53658 6.04574 1.53992
C 4.09466 4.73657 1.75146
N 4.48394 2.11820 4.14195
C 5.89351 2.12793 3.85685
C 3.95572 1.78585 5.36964
C 2.59941 2.15880 5.35902
C 1.83412 2.16697 6.52972
C 2.47247 1.75854 7.70841
C 3.83586 1.39060 7.71344
C 4.60263 1.41014 6.55079
H 0.28846 2.94900 4.37311
H 1.14033 4.49047 4.04707
H 0.95175 3.29922 2.72991
H 4.00455 4.77744 5.16723
H 4.73378 7.09597 4.75702
H 5.38822 8.52149 1.35432
H 4.50478 9.04053 2.82072
H 6.17936 8.48685 2.96192
H 4.70771 6.41640 0.53139
H 3.86893 4.07705 0.91981
H 6.37388 1.27665 4.35797
H 6.00418 2.04390 2.76755
H 6.40190 3.05616 4.18652
H 0.79640 2.51178 6.48506
H 1.90410 1.73422 8.64270
H 4.29529 1.09770 8.66275
H 5.67154 1.17895 6.51332

Force components x, y, z for each atom (eV/Å):
F 1.1 0.5 0.9
C -0.7 -0.2 -0.4
C 0.2 -0.6 0.9
C -0.1 0.0 -0.2
C -0.1 -0.4 0.3
C 0.0 0.7 -0.6
C 0.2 -0.9 -0.2
C -0.2 0.5 0.4
C 0.3 0.3 0.2
C -0.8 -1.1 0.3
C 0.3 -0.1 0.3
C -0.6 0.2 -0.5
F 1.0 0.4 1.0
C 0.5 0.5 0.1
C -0.5 0.0 -0.3
C 0.2 0.2 -0.2
C 0.1 0.1 -0.1
H 0.0 0.0 0.0
H -0.2 -0.5 -0.1
H -0.6 0.2 -0.1
H -0.6 -0.1 -0.1
H 0.4 -0.3 -0.4
H -0.2 0.0 -0.6
H 0.2 -0.5 0.0
H 0.1 0.5 0.1
H -0.1 0.3 -0.1
H -0.2 -0.2 -0.3
H 0.2 0.4 -0.3
C 0.1 0.1 -0.1
N -0.2 -0.3 -0.3
C -0.3 -0.6 1.1
H 0.1 0.7 0.3
C 0.1 0.6 -0.3
C 0.0 -0.1 0.0
C -0.1 -0.4 0.2
C 0.0 -0.2 0.0
C 0.1 0.2 0.0
C -0.1 0.1 0.1
C 0.1 0.1 0.4
N 0.1 -0.3 -0.4
C 0.2 0.2 -0.1
C -0.1 0.5 0.7
C 0.2 0.5 0.7
C 0.3 -0.2 -0.5
C 0.3 -0.2 0.0
C -0.6 -0.1 0.4
C -0.1 0.0 -0.8
H 0.2 0.1 -0.4
H 0.0 -0.4 -0.1
H -0.3 0.1 0.2
H 0.1 0.0 -0.5
H -0.1 -0.2 -0.2
H 0.0 0.1 0.3
H 0.2 -0.2 -0.2
H -0.3 0.0 -0.3
H -0.1 -0.1 0.1
H 0.1 0.2 0.1
H -0.1 0.2 -0.3
H 0.3 0.0 0.3
H -0.3 -0.3 -0.1
H 0.4 -0.2 0.3
H 0.3 0.0 -0.4
H -0.2 0.1 -0.4
H -0.4 0.1 0.3

=====

No. 3
Entry from the Open Molecules 2025 dataset: C31H29Zr as an isolated structure (wB97M-V/def2-TZVPD).

Results
Energy relative to the best compared isomer or geometry (same formula, charge and spin) ... 0.000 eV
Spin multiplicity ... 1
HOMO level ... -0.58 eV
Gap between HOMO and LUMO ... 3.28 eV
Total charge ... -1

Positions of all 61 atoms, in Å:
C -0.53219 -4.76952 0.32024
Zr 0.49665 -0.93600 0.20796
C -1.56091 -0.21360 -0.04166
C 2.44181 -1.53738 -1.20866
C 1.32672 -2.16159 -1.86617
C 0.43581 -1.12135 -2.29794
C 0.96660 0.14749 -1.86287
C 2.21199 -0.10959 -1.18949
C 1.67372 -1.75301 2.36977
C 0.35630 -1.35871 2.76479
C 0.19091 0.03191 2.43611
C 1.40233 0.50012 1.81310
C 2.32356 -0.61076 1.79361
H 0.55600 -4.59034 0.33735
H -0.92247 -4.13696 1.13742
H -0.91100 -4.32988 -0.61285
H -1.51032 0.87985 -0.11924
H -2.03179 -0.60783 -0.95077
H -2.19272 -0.47333 0.81655
H 3.33798 -2.05315 -0.87299
H 1.27343 -3.21148 -2.15454
H -0.46021 -1.27777 -2.89509
H 0.53583 1.12922 -2.04979
H 2.89497 0.64198 -0.80697
H 2.15729 -2.70411 2.60611
H -0.33764 -1.97078 3.34507
H -0.69362 0.63067 2.64376
H 1.60010 1.51337 1.46550
H 3.35915 -0.59330 1.45815
C -1.00990 -6.16994 0.50026
C -0.46136 -6.67019 1.83692
C 0.92630 -6.62085 2.01777
C 1.52377 -6.85854 3.26198
C 0.71800 -7.14151 4.37674
C -0.67251 -7.21874 4.20606
C -1.25227 -7.00495 2.93700
C -2.54103 -6.12616 0.31730
C -2.86210 -6.52902 -0.99529
C -4.16149 -6.40111 -1.48587
C -5.16305 -5.88266 -0.65431
C -4.84588 -5.49760 0.66017
C -3.52563 -5.59414 1.13439
C -1.65366 -7.07331 -1.63781
C -0.58555 -7.01186 -0.71119
C 0.55786 -7.74005 -0.95939
C 0.70621 -8.42334 -2.18465
C -0.31332 -8.38192 -3.15179
C -1.51244 -7.71437 -2.86420
H 1.57401 -6.35647 1.17602
H 2.61363 -6.79142 3.36290
H 1.17226 -7.30250 5.35792
H -1.32914 -7.39421 5.06502
H -2.33574 -7.05130 2.81110
H -4.37197 -6.70019 -2.51670
H -6.18746 -5.79587 -1.01436
H -5.60880 -5.07194 1.30773
H -3.24197 -5.22340 2.12023
H 1.34026 -7.79955 -0.20445
H 1.63850 -8.95173 -2.38858
H -0.18551 -8.90386 -4.10120
H -2.34137 -7.69847 -3.57591

Force components x, y, z for each atom (eV/Å):
C 0.3 2.2 0.0
Zr 0.4 -1.6 1.0
C -1.5 0.2 -0.1
C -0.6 1.3 -0.7
C 0.2 0.0 0.2
C 0.9 0.9 0.5
C 1.1 -0.8 -1.0
C 0.1 -0.6 -1.7
C -0.3 0.5 0.2
C 0.7 0.7 0.1
C 0.5 -0.9 0.4
C 0.0 0.3 -0.1
C -0.4 -0.3 0.7
H -0.4 -0.4 -0.1
H 0.1 -0.1 -0.3
H 0.1 -0.1 0.2
H -0.1 0.1 0.0
H -0.1 0.1 0.0
H -0.1 0.1 -0.1
H -0.3 0.2 0.2
H 0.0 0.4 0.2
H 0.1 0.1 0.4
H 0.1 -0.3 0.2
H -0.2 -0.1 0.0
H -0.3 0.3 -0.3
H 0.2 0.2 -0.5
H 0.2 -0.2 -0.2
H 0.0 -0.3 0.4
H -0.4 0.0 0.0
C -0.4 -1.8 0.3
C 0.1 0.1 0.2
C 0.6 0.0 0.4
C -0.4 -0.1 -0.1
C -0.3 0.0 -0.4
C 0.1 0.1 -0.4
C 0.2 0.0 0.4
C 0.2 0.0 -0.6
C -0.2 0.2 0.3
C 0.1 0.0 0.1
C 0.4 -0.2 0.4
C 0.4 0.0 -0.3
C -0.1 0.1 -0.1
C 0.3 -0.2 0.2
C -1.0 -0.3 -0.2
C 0.5 -0.2 -0.4
C -0.4 0.4 0.0
C 0.2 0.1 0.5
C 0.1 0.0 0.0
H -0.3 0.0 0.4
H -0.5 0.0 0.0
H -0.2 0.1 -0.3
H 0.3 -0.1 -0.3
H 0.4 -0.1 0.2
H -0.1 0.1 0.3
H 0.3 0.0 0.1
H 0.1 -0.1 -0.1
H -0.3 0.0 -0.2
H -0.1 0.0 -0.3
H -0.3 0.0 0.1
H 0.0 0.2 0.2
H 0.3 -0.1 0.2

=====

No. 4
Entry from the Open Molecules 2025 dataset: C31H30AsN8O2PtS2 as an isolated structure (wB97M-V/def2-TZVPD).

Results
Energy relative to the best compared isomer or geometry (same formula, charge and spin) ... 1.869 eV
Spin multiplicity ... 1
HOMO level ... -10.11 eV
Gap between HOMO and LUMO ... 6.40 eV
Total charge ... +1

Positions of all 75 atoms, in Å:
Pt -0.46603 -1.19324 -0.84574
N 5.24538 1.30996 4.21261
C 4.83230 0.88820 2.97165
C 4.25224 1.78682 2.06762
C 3.74357 1.33844 0.86480
C 3.79795 -0.01365 0.54619
C 4.42475 -0.91458 1.41128
C 4.94340 -0.46301 2.60476
S 2.98598 -0.59975 -0.89198
O 2.50329 0.55692 -1.61479
O 3.82532 -1.52574 -1.58272
N 1.59890 -1.39024 -0.39618
C 1.68024 -2.75275 -0.19047
N 0.52800 -3.34936 -0.47934
C 0.51519 -4.68490 -0.49740
C 1.62147 -5.43816 -0.18563
C 2.73884 -4.72101 0.22173
N 2.77051 -3.39257 0.23894
H 5.28552 2.28942 4.42127
H 5.78148 0.69480 4.79585
H 4.20116 2.84224 2.31782
H 3.32045 2.03322 0.15923
H 4.47949 -1.95963 1.13638
H 5.44017 -1.15567 3.27696
H -0.41297 -5.17224 -0.78016
H 1.61099 -6.51970 -0.24001
H 3.64319 -5.22738 0.55097
C -5.11956 -5.42703 -0.53837
C -4.91461 -3.97038 -0.73816
N -5.83937 -3.08986 -0.85563
N -5.15820 -1.90785 -1.03622
C -3.83636 -2.03020 -1.03389
S -2.73944 -0.76096 -1.32106
N -3.66555 -3.36238 -0.84153
N -2.42776 -3.93883 -0.74358
H -6.19012 -5.61536 -0.48833
H -4.65815 -5.77011 0.38991
H -4.69972 -5.99796 -1.36815
H -5.66928 -1.05550 -1.17733
H -2.20823 -4.47856 -1.56593
H -2.34396 -4.48267 0.10032
C 2.13490 5.45549 -0.65877
C 2.25205 4.61260 -1.76093
C 1.65944 3.36186 -1.74283
C 0.94853 2.96594 -0.61340
C 0.84825 3.78215 0.50011
C 1.44266 5.03796 0.46943
As -0.09934 1.34462 -0.68989
C -1.42896 1.98632 -1.94358
C -1.43724 1.41030 -3.21066
C -2.34407 1.84742 -4.16538
C -3.25022 2.85162 -3.84933
C -3.23663 3.43215 -2.58390
C -2.31903 3.01077 -1.63529
C -0.89758 1.30413 1.08439
C -0.02193 1.02482 2.13304
C -0.50622 0.80415 3.41364
C -1.87458 0.83951 3.65110
C -2.74858 1.12205 2.60891
C -2.26433 1.35686 1.32955
H 2.59095 6.43815 -0.67946
H 2.80616 4.93410 -2.63360
H 1.76466 2.68927 -2.58020
H 0.31400 3.45072 1.38030
H 1.36064 5.69121 1.32953
H -0.74370 0.61401 -3.43803
H -2.35277 1.39931 -5.15235
H -3.96898 3.18285 -4.58804
H -3.94332 4.21803 -2.34142
H -2.30462 3.47024 -0.65461
H 1.04496 0.97835 1.94884
H 0.18257 0.59869 4.22393
H -2.25864 0.64985 4.64608
H -3.81600 1.16080 2.79460
H -2.95350 1.59480 0.53252

Force components x, y, z for each atom (eV/Å):
Pt 2.6 1.0 0.1
N -0.1 -0.1 -0.2
C 0.0 0.0 0.2
C 0.0 0.1 0.0
C 0.0 -0.1 0.0
C -0.2 -0.2 0.3
C -0.1 0.1 -0.1
C 0.1 0.0 0.1
S -0.3 0.4 -0.6
O -0.1 -0.1 0.3
O 0.1 -0.2 0.1
N -0.4 -0.7 0.1
C 0.6 0.4 0.1
N -1.0 -0.2 -0.4
C -0.4 0.2 0.0
C 0.0 -0.1 0.0
C 0.1 0.4 0.1
N 0.0 -0.1 -0.1
H 0.1 0.0 0.0
H 0.0 0.0 0.0
H 0.0 -0.1 0.0
H -0.1 0.1 -0.1
H 0.0 0.0 0.0
H -0.1 0.0 0.0
H 0.2 0.1 0.0
H 0.0 0.2 0.0
H -0.1 0.1 0.0
C 0.0 0.1 0.0
C 0.4 -0.3 0.0
N -0.1 0.6 -0.1
N -0.5 0.1 0.0
C 0.2 -0.3 0.0
S 0.1 -0.3 0.0
N -0.2 -0.1 0.1
N 0.2 0.0 0.0
H 0.1 0.0 0.0
H 0.0 0.0 0.0
H 0.0 0.0 0.0
H -0.1 0.1 0.0
H -0.1 -0.1 -0.2
H 0.0 -0.1 0.2
C 0.0 0.0 0.0
C 0.0 0.1 0.0
C 0.0 0.0 0.1
C 0.7 -0.3 -0.2
C -0.1 0.0 0.1
C 0.1 0.1 -0.1
As -2.2 -1.1 0.2
C 0.0 0.0 -0.1
C -0.1 0.2 0.1
C -0.1 0.1 0.0
C 0.1 -0.1 0.1
C -0.1 0.0 -0.1
C 0.1 0.0 0.0
C 0.1 0.1 0.1
C 0.0 0.0 0.0
C 0.0 0.0 0.0
C 0.0 0.0 -0.1
C 0.0 0.0 0.1
C 0.0 0.2 0.0
H 0.0 -0.1 0.0
H 0.0 0.0 0.0
H 0.0 0.0 -0.1
H 0.0 0.1 0.0
H 0.0 0.0 0.0
H 0.1 -0.1 -0.1
H 0.0 0.0 0.1
H 0.0 0.0 0.0
H 0.1 0.0 0.0
H 0.0 0.1 0.0
H 0.1 0.0 0.0
H 0.0 0.0 0.0
H 0.0 0.0 0.0
H 0.1 0.0 0.0
H -0.1 -0.1 0.0